1.
C23H38AsFN3NiOSSi3 | ωB97M-V with the def2-TZVPD basis set

Each line ends with the Mulliken charge.
CARTESIAN COORDINATES (ANGSTROEM)
1 As 1.6609 -0.5850 -2.2397  0.53
2 Ni 0.1781 -0.5057 0.5591  -0.42
3 S 1.0751 -2.0883 1.7170  -0.64
4 Si 0.1131 -0.6863 -4.0082  0.04
5 Si 3.0647 -2.4732 -2.4247  0.29
6 Si 3.0888 1.1457 -2.9413  0.18
7 F -4.0968 -4.2211 -1.7650  -0.39
8 O -0.8469 1.0074 -0.0738  -0.65
9 N 3.4293 -1.8551 2.9540  -0.45
10 N 2.6120 0.0849 2.0614  -1.21
11 N 1.5545 0.6298 1.3291  1.05
12 C -3.4388 -2.0854 -0.9874  -0.80
13 C -3.1374 -3.4071 -1.2339  0.65
14 C -1.3647 3.2103 -0.6580  -0.32
15 C 2.4431 -1.1804 2.2647  0.55
16 C -1.8911 -3.9228 -0.9607  -0.90
17 C 0.0611 5.0445 0.0115  -0.75
18 C -0.9281 -3.0717 -0.4212  0.75
19 C 4.3801 -2.4272 -3.7720  -1.18
20 C 1.5896 1.9108 1.2817  -0.45
21 C -1.1621 -1.7168 -0.1419  -0.04
22 C -0.8075 -2.3138 -3.9994  -0.63
23 C 2.0472 2.6399 -3.3773  -0.71
24 C -1.1163 0.6763 -3.6641  -0.66
25 C 0.6382 2.7609 0.6180  0.68
26 C 0.8375 -0.4376 -5.7286  -1.08
27 C -0.5177 2.2508 -0.0357  0.11
28 C -1.0809 4.5536 -0.6363  -0.47
29 C 4.1844 0.8649 -4.4490  -1.09
30 C 2.0450 -4.0143 -2.7325  -0.88
31 C 4.2406 1.4846 -1.5003  -0.87
32 C 0.8937 4.1408 0.6304  -0.56
33 C 3.9456 -2.6126 -0.7868  -0.84
34 C -2.4542 -1.2636 -0.4487  -0.12
35 H 2.6743 3.5365 -3.3958  0.42
36 H 4.7165 1.7958 -4.6719  0.37
37 H 3.6026 0.5933 -5.3288  0.23
38 H 3.2183 -2.7883 0.0094  0.05
39 H -0.6846 1.6675 -3.8154  0.29
40 H -1.7295 -2.1964 -4.5768  0.42
41 H 0.0613 -0.6110 -6.4809  0.39
42 H 3.1441 -2.7269 3.3645  0.23
43 H -4.4291 -1.7099 -1.2166  0.42
44 H 1.6216 2.5132 -4.3768  0.26
45 H 1.2147 -4.0901 -2.0282  0.10
46 H -1.6771 -4.9637 -1.1713  0.38
47 H 3.7035 1.5760 -0.5546  0.09
48 H 4.4786 -1.6918 -0.5380  0.20
49 H -1.9862 0.5711 -4.3199  0.50
50 H -2.2501 2.8376 -1.1572  0.37
51 H -1.0799 -2.6130 -2.9857  -0.19
52 H 4.6672 -3.4350 -0.7940  0.45
53 H 1.2074 0.5803 -5.8605  0.25
54 H -2.6950 -0.2245 -0.2634  0.34
55 H 1.6613 -1.1278 -5.9236  0.24
56 H 4.8211 2.3963 -1.6681  0.38
57 H 5.1529 -1.6895 -3.5468  0.27
58 H 2.6780 -4.9000 -2.6235  0.41
59 H -1.7537 5.2445 -1.1328  0.37
60 H 3.9613 -2.1956 -4.7532  0.29
61 H -0.2278 -3.1173 -4.4538  0.31
62 H 1.2310 2.8112 -2.6809  -0.03
63 H 4.9454 0.6545 -1.3924  0.25
64 H 0.0489 -3.4972 -0.2189  0.20
65 H 0.2814 6.1036 0.0239  0.40
66 H 4.9282 0.0861 -4.2829  0.32
67 H 1.7870 4.4885 1.1401  0.31
68 H -1.4457 0.6056 -2.6252  -0.13
69 H 4.8630 -3.4080 -3.8276  0.39
70 H 2.4194 2.3919 1.7989  0.27
71 H 1.6311 -4.0204 -3.7406  0.20
72 H 4.0190 -1.2721 3.5260  0.25

## Properties
- Net charge: -1
- ΔE to the lowest compared entry with this formula, charge and spin: 0.0 kcal/mol
- HOMO level: -4.36 eV
- Spin multiplicity: 1
- Calculated total energy: -170059.38467 eV

***

2.
C23H38AsLiN2OPSSe4 | ωB97M-V with the def2-TZVPD basis set

Each line ends with the Mulliken charge.
CARTESIAN COORDINATES (ANGSTROEM)
1 Se 4.2033 -2.2412 3.8702  -0.71
2 Se 4.7793 -0.2664 2.7661  -0.17
3 Se 6.4958 -0.9086 1.3683  -0.15
4 Se 6.2284 0.3459 -0.5251  -0.63
5 As 2.2328 2.9548 -0.8869  0.76
6 S 1.6214 0.9214 -0.5398  -0.68
7 P -2.1272 0.7443 -0.0620  0.15
8 O 5.0542 -6.9747 -1.7205  -0.64
9 N 4.7396 -7.0440 0.5483  -0.38
10 N 3.3221 -2.3907 -0.7584  -0.45
11 C -3.2571 2.0856 -0.7597  1.89
12 C 4.0097 3.1724 -1.8226  -0.80
13 C -0.7272 1.9039 2.1018  -1.21
14 C -1.9737 1.0094 1.9171  1.94
15 C -2.9858 1.8914 -2.2928  -1.97
16 C 0.9332 3.8971 -1.8780  -0.36
17 C -2.8221 3.5119 -0.4115  -1.02
18 C -1.7874 -0.3599 2.6433  -1.79
19 C 4.4099 -4.2513 -1.8045  -0.56
20 C 4.0049 -2.9272 -1.7811  -0.28
21 C -5.2051 -2.1023 0.4028  -0.60
22 C -4.4179 -1.0122 0.6942  -0.22
23 C 4.2275 -5.0350 -0.6616  1.04
24 C -4.7593 2.0184 -0.3697  -1.76
25 C 2.4009 3.9268 0.7907  -1.08
26 C -5.1113 -2.8327 -0.7951  -0.63
27 C -3.3629 -0.6752 -0.2201  0.46
28 C -4.1116 -2.4561 -1.7159  -0.52
29 C -3.2458 -1.4339 -1.3935  -0.35
30 C 4.7007 -6.4270 -0.6855  0.22
31 C -3.1384 1.7536 2.5212  -1.90
32 C 3.5621 -4.4963 0.4292  -0.58
33 C 3.1374 -3.1873 0.3353  -0.41
34 Li 3.6725 -0.4755 -0.2600  0.87
35 H -3.0794 2.8042 2.2059  0.35
36 H -3.6133 1.0840 -2.6573  0.47
37 H -1.9315 1.6567 -2.5039  0.34
38 H 2.6520 -2.7210 1.1752  0.46
39 H -4.8908 1.9029 0.6742  0.29
40 H 0.9268 4.9770 -1.5653  0.37
41 H 4.7231 -4.7283 -2.6993  0.47
42 H 1.0851 3.7761 -2.9558  0.41
43 H 2.9380 3.2005 1.4582  0.31
44 H 1.3915 3.9871 1.2312  0.28
45 H -5.1762 3.0200 -0.6529  0.49
46 H -5.6374 -3.7998 -0.9469  0.30
47 H 5.1527 -7.9745 0.5364  0.24
48 H -1.3303 -0.2483 3.6568  0.52
49 H -2.7325 -0.9293 2.8110  0.28
50 H -1.0546 -0.9495 2.1091  0.48
51 H 3.1869 -5.0018 1.3352  0.26
52 H -4.6021 -0.2852 1.4580  0.22
53 H -0.0300 3.4618 -1.6303  -0.50
54 H -2.4056 -1.2128 -2.0556  0.41
55 H -1.7083 3.7246 -0.6198  -0.24
56 H -4.1344 -2.8915 -2.7121  0.36
57 H -5.9273 -2.4264 1.1527  0.36
58 H 0.0686 1.5397 1.3876  -0.10
59 H -2.9400 3.6854 0.6908  0.22
60 H 4.1912 -2.2579 -2.6351  0.33
61 H -3.4080 4.2488 -0.9487  0.60
62 H 4.7875 -6.5813 1.4134  0.22
63 H -0.8581 2.9501 1.8984  0.32
64 H 4.4417 2.2264 -1.7814  0.05
65 H -2.9969 1.8003 3.6630  0.44
66 H -5.3425 1.2382 -0.8656  0.25
67 H 3.7738 3.5435 -2.8064  0.35
68 H -3.3033 2.7470 -2.8697  0.49
69 H -4.1071 1.3137 2.3820  0.26
70 H 2.9085 4.8745 0.6933  0.46
71 H -0.2547 1.6732 3.1357  0.33
72 H 4.5340 3.9326 -1.2058  0.32

## Properties
- Net charge: -1
- ΔE to the lowest compared entry with this formula, charge and spin: 15.9 kcal/mol
- HOMO level: -2.66 eV
- Spin multiplicity: 1
- Calculated total energy: -372051.47366 eV

***

3.
C23H38BN3O6 | ωB97M-V with the def2-TZVPD basis set

Each line ends with the Mulliken charge.
CARTESIAN COORDINATES (ANGSTROEM)
1 O -2.6968 1.0574 -3.0201  -0.52
2 O -2.4354 -0.4485 -1.1677  -0.39
3 O -4.9024 0.0934 2.0680  -0.34
4 O -5.1250 -0.8635 0.0115  -0.55
5 O -4.7278 1.7422 3.7042  -0.54
6 O -3.4819 1.7801 -0.8570  -0.50
7 N 2.3117 3.5595 3.6727  -0.50
8 N -1.6679 0.2219 -4.4844  -0.41
9 N 1.8272 -4.6796 -5.0617  -0.39
10 C 3.7304 -5.7909 -2.3575  -0.41
11 C 1.1100 0.9780 2.0205  -0.42
12 C -1.0233 2.1631 1.3897  0.45
13 C -1.7680 3.5027 1.1078  -0.66
14 C -4.5383 1.3161 2.6093  0.03
15 C 0.8460 2.0638 6.8431  -1.08
16 C 0.8037 4.3210 5.6630  -0.34
17 C 2.3572 -5.4547 -4.4016  0.31
18 C -3.8581 2.0657 1.4551  0.32
19 C 0.6832 -0.3718 1.3594  -0.49
20 C 1.6260 -1.4552 -5.4086  -0.94
21 C -4.7291 0.0321 0.6858  0.46
22 C -0.6036 -1.0192 1.9669  -0.76
23 C 1.1238 3.5589 6.9518  -0.45
24 C -1.1573 -0.2111 -5.4261  0.41
25 C -0.5033 -0.7566 -6.6177  -0.64
26 C 0.4576 -1.9002 -6.2767  -0.38
27 C 1.6527 3.9017 4.5483  0.30
28 C 4.8439 -4.8267 -2.7501  -1.03
29 C 0.5302 2.2595 1.3242  -0.77
30 C -3.9691 1.3237 0.3440  1.08
31 C -3.2419 3.4420 1.6837  -0.92
32 C 3.0450 -6.4376 -3.5649  -0.52
33 B -2.8885 0.7750 -1.6525  0.53
34 H -1.3128 1.3463 0.6926  -0.53
35 H 3.7785 -6.9818 -4.1637  0.28
36 H 2.2163 1.0469 1.9146  0.38
37 H -1.3329 1.8045 2.4029  0.32
38 H 1.5065 -1.0952 1.5722  0.36
39 H -3.0386 -1.1578 -1.4403  0.29
40 H -3.8636 4.2598 1.2560  0.39
41 H -2.0013 1.7316 -3.0589  0.31
42 H 0.0327 0.0390 -7.1402  0.28
43 H 1.2851 -1.0793 -4.4414  0.26
44 H 0.9288 3.1592 1.8684  0.33
45 H 0.5162 3.9717 7.7603  0.32
46 H 2.2019 -0.6666 -5.9005  0.32
47 H 5.6107 -5.3334 -3.3403  0.30
48 H 4.1537 -6.5813 -1.7335  0.30
49 H -1.8893 3.6468 0.0117  0.20
50 H 1.0590 1.5706 7.7925  0.34
51 H -0.0802 -2.7045 -5.7720  0.29
52 H 0.8966 0.9717 3.1085  0.08
53 H 0.6305 -0.3199 0.2479  0.21
54 H -0.2471 4.1817 5.3986  0.22
55 H 0.9201 2.2556 0.2843  0.29
56 H 2.9940 -5.2632 -1.7473  0.30
57 H -0.6560 -2.1018 1.7312  0.36
58 H -0.2007 1.8773 6.5929  0.29
59 H 4.4593 -3.9883 -3.3339  0.25
60 H 2.1693 3.7133 7.2283  0.30
61 H 1.4705 1.5958 6.0797  0.30
62 H -3.1669 3.6370 2.7726  0.25
63 H 2.2935 -2.2939 -5.2208  0.19
64 H 5.3203 -4.4174 -1.8583  0.32
65 H 0.8498 -2.3156 -7.2078  0.34
66 H -0.6641 -0.8618 3.0664  0.28
67 H 0.9467 5.3902 5.8341  0.32
68 H -1.5418 -0.5811 1.5553  -0.04
69 H 2.3182 -7.1725 -3.2124  0.28
70 H -1.1820 4.3353 1.5414  0.47
71 H -1.2685 -1.1252 -7.3051  0.28

## Properties
- HOMO level: -9.14 eV
- Spin multiplicity: 1
- Calculated total energy: -41899.83893 eV
- SMILES: CCCCCCCC1=C(OB(O)O)C(=O)OC1=O.CCCC#N.CCCC#N.CCCC#N

***

> What is the HOMO level in the second record?

-2.66 eV

***

> The highest HOMO level belongs to which entry?

C23H38AsLiN2OPSSe4